1.
The following is a DFT calculation (ωB97M-V/def2-TZVPD) of a cluster of 2 separate species, CH5OS in total in a non-equilibrium geometry.

Geometry (Å):
C: 0.2035 -1.4938 0.4639
S: 0.9756 -0.2820 -0.6228
H: 0.5727 -1.4712 1.4966
H: 0.3126 -2.5145 0.0823
H: -0.8696 -1.3163 0.6070
H: -0.2151 2.9650 -1.0848
H: -0.1863 1.6841 -0.3886
O: -0.7933 2.4287 -0.5536

Charge = -1
Energy above the lowest of the compared OMol25 structures with the same formula, charge and spin = 2.26 kcal/mol



2.
The following is a DFT calculation (ωB97M-V/def2-TZVPD) of a structure of composition CH5P in a non-equilibrium geometry.

Geometry (Å):
C: 0.1284 -0.0384 0.7621
P: 0.4397 -0.8355 -0.7342
H: -0.8501 0.2900 0.7710
H: 0.6907 0.4290 1.7599
H: 2.4408 1.2296 0.8364
H: 2.7192 1.9683 1.0816
H: -0.6873 -0.3301 -1.5002

Charge = 0
Energy above the lowest of the compared OMol25 structures with the same formula, charge and spin = 60.71 kcal/mol



3.
The following is a DFT calculation (ωB97M-V/def2-TZVPD) of a cluster of 2 separate species, CH5P in total in a non-equilibrium geometry.

Geometry (Å):
C: -0.6331 -0.2812 0.0524
P: 1.1464 -0.0922 0.1873
H: -1.3740 0.4075 -0.4783
H: -1.0927 -0.2471 1.0029
H: -0.5789 -1.6216 -0.4858
H: 1.1261 1.1394 0.6783
H: 1.4062 0.6952 -0.9568

Charge = 0
Energy above the lowest of the compared OMol25 structures with the same formula, charge and spin = 36.31 kcal/mol



4.
The following is a DFT calculation (ωB97M-V/def2-TZVPD) of a cluster of 2 separate species, CH5PS in total in a non-equilibrium geometry.

Geometry (Å):
C: 2.3384 -0.4208 -0.5010
P: 1.3357 0.8158 -0.0521
S: -4.0542 0.4115 -0.1280
H: -4.1958 -0.8254 0.4543
H: 3.1749 -0.5527 0.2754
H: 2.1667 -1.0833 -1.2648
H: 1.9589 1.1467 1.0312
H: -2.7246 0.5082 0.1850

Charge = 0
Energy above the lowest of the compared OMol25 structures with the same formula, charge and spin = 43.34 kcal/mol



| no. | E (a.u.) | LUMO level (eV) |
| --- | --- | --- |
| 1 | -514.5533 | 4.30 |
| 2 | -382.3167 | -0.16 |
| 3 | -382.3556 | 0.97 |
| 4 | -780.5535 | 0.12 |